(1)
{
  "formula": "C25H33BrMnN7O2S2",
  "method": "the ωB97M-V functional and the def2-TZVPD basis",
  "elements": ["Mn", "N", "C", "S", "N", "N", "C", "C", "C", "C", "C", "C", "C", "O", "H", "H", "H", "H", "H", "H", "H", "C", "C", "N", "N", "C", "S", "N", "N", "H", "H", "H", "H", "H", "H", "C", "C", "C", "C", "C", "C", "C", "Br", "C", "O", "C", "C", "C", "C", "C", "C", "H", "H", "H", "H", "H", "H", "H", "H", "H", "H", "H", "H", "H", "H", "H", "H", "H", "H", "H", "H"],
  "positions_angstrom": [[-0.523, 0.023, -0.471], [0.545, 2.447, -3.980], [0.406, 1.607, -2.884], [-1.184, 1.321, -2.301], [1.516, 1.143, -2.395], [1.329, 0.315, -1.300], [2.353, -0.391, -0.996], [2.436, -1.326, 0.107], [3.525, -2.205, 0.141], [3.695, -3.121, 1.160], [2.756, -3.150, 2.192], [1.683, -2.285, 2.196], [1.480, -1.358, 1.152], [0.466, -0.543, 1.193], [-0.268, 2.475, -4.572], [1.417, 2.310, -4.470], [3.235, -0.286, -1.629], [4.246, -2.161, -0.671], [4.535, -3.803, 1.155], [2.863, -3.867, 3.000], [0.940, -2.313, 2.984], [0.469, 3.413, 3.095], [-0.801, 2.668, 2.926], [-1.725, 2.537, 3.818], [-2.658, 1.735, 3.210], [-2.333, 1.341, 1.961], [-3.143, 0.372, 0.902], [-1.125, 1.976, 1.784], [-0.349, 1.840, 0.639], [0.473, 3.879, 4.076], [0.584, 4.182, 2.330], [1.317, 2.730, 3.019], [-3.473, 1.435, 3.710], [0.600, 1.597, 0.909], [-0.419, 2.648, 0.026], [2.125, -7.524, -1.347], [1.211, -6.923, -0.277], [2.035, -6.761, 1.010], [0.066, -7.912, -0.020], [0.657, -5.562, -0.692], [-0.214, -4.881, 0.148], [-0.656, -3.615, -0.170], [-1.921, -2.805, 0.988], [-0.232, -2.893, -1.314], [-0.522, -1.645, -1.524], [0.550, -3.648, -2.238], [0.988, -4.922, -1.881], [0.958, -3.152, -3.637], [0.416, -4.144, -4.684], [0.436, -1.768, -4.034], [2.493, -3.103, -3.744], [2.506, -8.490, -1.005], [2.980, -6.875, -1.547], [1.592, -7.687, -2.287], [2.430, -7.728, 1.340], [1.428, -6.343, 1.815], [2.869, -6.076, 0.842], [0.461, -8.891, 0.269], [-0.546, -8.035, -0.917], [-0.587, -7.563, 0.783], [-0.561, -5.329, 1.072], [1.628, -5.442, -2.583], [-0.675, -4.174, -4.645], [0.786, -5.157, -4.525], [0.714, -3.826, -5.689], [-0.650, -1.705, -3.972], [0.744, -1.576, -5.069], [0.838, -0.980, -3.405], [2.950, -4.089, -3.630], [2.904, -2.451, -2.969], [2.789, -2.704, -4.720]],
  "mulliken_charge": [0.24, -0.56, 0.52, -0.44, -1.57, 1.26, -0.59, 0.71, -0.56, -0.94, -0.26, -0.52, 0.17, -0.45, 0.23, 0.25, 0.37, 0.29, 0.43, 0.40, 0.37, -1.19, 0.97, -0.88, 0.19, 0.31, -0.45, 0.27, -0.60, 0.35, 0.30, 0.27, 0.17, 0.32, 0.38, -2.15, 2.05, -1.50, -1.81, -0.53, 0.21, -0.50, -0.19, 1.68, -1.26, -0.30, -0.16, 2.17, -1.85, -2.04, -1.59, 0.44, 0.37, 0.38, 0.47, 0.31, 0.20, 0.45, 0.38, 0.30, 0.32, 0.17, 0.41, 0.26, 0.45, 0.42, 0.50, 0.19, 0.33, 0.12, 0.50],
  "e_tot_ha": -6027.711547,
  "multiplicity": 2,
  "e_lumo_ev": [2.49, 2.49],
  "de_lowest_kj_mol": 92.0,
  "total_charge": -1,
  "largest_force_ha_per_bohr": 0.0123,
  "gap_ev": [6.428, 6.362]
}

=====

(2)
{
  "formula": "C25H33CoN6O2SSi",
  "method": "the ωB97M-V functional and the def2-TZVPD basis",
  "elements": ["Co", "O", "C", "C", "C", "C", "C", "C", "C", "O", "N", "N", "C", "C", "C", "C", "C", "C", "N", "H", "H", "H", "H", "H", "H", "H", "H", "H", "H", "C", "Si", "C", "C", "C", "C", "C", "C", "N", "C", "S", "H", "H", "H", "H", "H", "H", "H", "H", "H", "H", "H", "H", "N", "C", "C", "N", "C", "C", "H", "H", "H", "H", "H", "H", "H", "H", "H", "H", "H"],
  "positions_angstrom": [[-0.162, -0.544, 0.178], [0.966, -2.274, 3.981], [1.683, -1.199, 4.355], [2.489, -1.350, 5.484], [3.263, -0.302, 5.927], [3.266, 0.929, 5.260], [2.479, 1.087, 4.149], [1.674, 0.032, 3.671], [0.903, 0.232, 2.463], [0.167, -0.765, 1.998], [0.913, 1.390, 1.825], [0.223, 1.218, 0.669], [-0.408, 2.167, 0.083], [-1.175, 1.740, -1.099], [-1.787, 2.606, -1.986], [-2.491, 2.071, -3.059], [-2.558, 0.695, -3.215], [-1.920, -0.110, -2.282], [-1.252, 0.396, -1.249], [0.446, -2.038, 3.197], [2.482, -2.304, 5.993], [3.875, -0.434, 6.810], [3.885, 1.740, 5.614], [2.459, 2.027, 3.616], [-0.414, 3.178, 0.474], [-1.722, 3.674, -1.831], [-2.985, 2.726, -3.764], [-3.109, 0.247, -4.029], [-1.952, -1.190, -2.350], [3.272, -6.504, 0.069], [3.180, -4.660, 0.267], [3.609, -4.087, 1.981], [4.246, -3.831, -1.032], [1.371, -4.145, -0.054], [0.340, -5.073, -0.171], [-0.999, -4.688, -0.278], [-1.305, -3.347, -0.250], [-0.328, -2.433, -0.169], [0.954, -2.817, -0.084], [1.920, -1.353, -0.008], [4.311, -6.827, 0.165], [2.920, -6.828, -0.913], [2.699, -7.035, 0.831], [4.561, -4.513, 2.303], [2.845, -4.392, 2.699], [3.695, -2.999, 2.033], [5.269, -4.207, -0.966], [4.290, -2.746, -0.905], [3.875, -4.055, -2.035], [0.576, -6.131, -0.174], [-1.789, -5.420, -0.360], [-2.323, -2.982, -0.285], [3.374, -0.382, -5.028], [3.450, 0.862, -4.177], [2.815, 0.552, -2.827], [1.451, 0.062, -2.925], [1.369, -1.097, -3.793], [1.949, -0.852, -5.183], [3.920, -1.121, -4.576], [3.797, -0.219, -5.943], [2.913, 1.642, -4.717], [4.497, 1.147, -4.087], [2.852, 1.442, -2.199], [3.407, -0.220, -2.321], [0.818, 0.799, -3.219], [0.336, -1.427, -3.896], [1.923, -1.910, -3.306], [1.418, -0.054, -5.701], [1.949, -1.744, -5.807]],
  "mulliken_charge": [-0.80, -0.67, 0.56, -0.68, -0.30, -0.78, -0.57, 0.05, 1.41, -1.04, -1.26, 1.43, -0.28, 0.53, -0.88, -0.36, -0.81, -0.09, -0.18, 0.39, 0.48, 0.41, 0.43, 0.47, 0.50, 0.51, 0.46, 0.49, 0.51, -1.14, 0.14, -0.95, -0.95, 0.26, 0.11, -1.16, -0.39, 0.19, 0.54, -0.18, 0.35, 0.36, 0.34, 0.49, 0.33, 0.26, 0.43, 0.27, 0.27, 0.48, 0.45, 0.58, -0.11, -0.80, -0.68, -0.03, -0.47, -0.84, 0.36, 0.36, 0.37, 0.44, 0.51, 0.21, 0.26, 0.39, 0.19, 0.37, 0.43],
  "e_tot_ha": -3521.438995,
  "multiplicity": 1,
  "e_lumo_ev": [-6.69, -7.27],
  "de_lowest_kj_mol": 145.4,
  "total_charge": 2,
  "largest_force_ha_per_bohr": 0.0164,
  "gap_ev": [5.863, 5.280]
}

=====

(3)
{
  "formula": "C25H33CrN3O7S",
  "method": "the ωB97M-V functional and the def2-TZVPD basis",
  "elements": ["Cr", "C", "C", "O", "C", "C", "O", "C", "C", "O", "C", "C", "O", "H", "H", "H", "H", "H", "H", "H", "H", "H", "H", "H", "H", "H", "H", "H", "H", "S", "C", "C", "C", "C", "C", "C", "C", "C", "C", "N", "H", "H", "H", "H", "H", "H", "C", "C", "C", "C", "C", "C", "O", "N", "C", "O", "N", "C", "O", "H", "H", "H", "H", "H", "H", "H", "H", "H", "H", "H"],
  "positions_angstrom": [[0.221, -0.746, -0.067], [-1.248, -1.079, -2.738], [0.276, -0.917, -3.004], [1.094, -1.310, -1.909], [1.674, -2.604, -1.896], [0.919, -3.564, -0.964], [0.512, -2.813, 0.162], [0.394, -3.451, 1.417], [-0.959, -3.006, 2.055], [-1.725, -2.205, 1.190], [-2.508, -2.861, 0.211], [-2.698, -1.882, -0.955], [-1.400, -1.528, -1.403], [-1.741, -0.107, -2.885], [-1.700, -1.805, -3.429], [0.573, -1.459, -3.906], [0.501, 0.151, -3.124], [1.735, -3.028, -2.903], [2.686, -2.453, -1.502], [0.037, -3.977, -1.473], [1.581, -4.388, -0.669], [0.407, -4.540, 1.275], [2.490, -3.085, 1.609], [-1.528, -3.879, 2.398], [-0.745, -2.349, 2.901], [-2.011, -3.766, -0.159], [-3.485, -3.145, 0.626], [-3.276, -2.365, -1.752], [-3.238, -0.992, -0.614], [1.548, -1.896, 4.722], [1.759, -3.620, 4.622], [1.794, -4.088, 3.381], [1.627, -3.064, 2.296], [1.576, -1.720, 2.975], [1.784, -0.466, 2.412], [2.001, 0.679, 3.240], [2.425, 1.853, 2.698], [2.708, 1.907, 1.320], [2.365, 0.822, 0.557], [1.800, -0.293, 1.048], [1.871, -4.179, 5.532], [1.920, -5.127, 3.134], [1.830, 0.587, 4.300], [2.559, 2.727, 3.314], [3.132, 2.789, 0.870], [2.505, 0.823, -0.518], [1.062, 5.079, -1.259], [-0.326, 4.680, -1.747], [-0.923, 3.492, -0.976], [-2.402, 3.235, -1.405], [-2.591, 3.003, -2.900], [-1.029, 3.767, 0.510], [-1.144, 4.853, 1.005], [-1.107, 2.618, 1.295], [-0.743, 1.377, 0.857], [-0.787, 0.372, 1.582], [-0.264, 1.199, -0.373], [-0.166, 2.207, -1.280], [0.426, 2.030, -2.329], [1.442, 5.896, -1.868], [1.749, 4.240, -1.346], [1.024, 5.418, -0.228], [-0.260, 4.395, -2.797], [-1.002, 5.528, -1.655], [-2.986, 4.103, -1.096], [-2.765, 2.366, -0.845], [-2.591, 3.939, -3.451], [-3.547, 2.511, -3.065], [-1.803, 2.373, -3.304], [-1.311, 2.735, 2.281]],
  "mulliken_charge": [0.17, -0.42, -0.56, 0.07, -0.74, -0.80, 0.54, -0.41, -1.23, -0.22, -0.55, -0.63, 0.20, 0.07, 0.57, 0.53, 0.13, 0.48, 0.36, 0.23, 0.65, 0.84, 0.27, 0.35, 0.41, 0.23, 0.49, 0.42, 0.22, -0.25, -0.44, -0.95, 0.90, 0.01, 0.44, -1.28, -0.78, -0.95, -0.16, 0.49, 0.52, 0.47, 0.34, 0.46, 0.51, 0.53, -1.30, -1.08, 2.04, -0.83, -1.36, -0.22, -0.60, 0.22, -0.44, -0.74, 1.50, -1.22, -0.74, 0.45, 0.29, 0.32, 0.47, 0.43, 0.56, 0.29, 0.37, 0.39, 0.33, 0.34],
  "e_tot_ha": -3105.800371,
  "multiplicity": 2,
  "e_lumo_ev": [-4.08, -4.06],
  "de_lowest_kj_mol": 174.2,
  "total_charge": 1,
  "largest_force_ha_per_bohr": 0.0422,
  "gap_ev": [5.208, 5.141]
}